# 1
C27H53F6N11O19S | the ωB97M-V functional and the def2-TZVPD basis

Computed properties:
Kohn-Sham gap ... 7.23 eV
Net charge ... 0
Energy ... -111295.146 eV
E_LUMO ... -1.7165 eV
Maximum force ... 1.62 eV/A

XYZ file:
```
117
Properties=species:S:1:pos:R:3:lowdin_charge:R:1
O 4.7624 6.2450 2.5568 0.18
N 4.9942 6.5380 1.4852 0.10
O 3.9924 5.8691 0.5259 -0.03
C 4.5305 4.7455 -0.0145 -0.37
O 5.6484 5.0074 -0.9237 -0.12
S 5.8506 3.6581 -1.7719 0.62
O 6.9280 2.9283 -1.2059 -0.21
O 5.8872 3.9986 -3.1487 -0.20
O 4.4265 2.9837 -1.4689 -0.13
C 3.5642 4.0140 -0.9211 -0.16
C 2.4291 3.3668 -0.1372 -0.18
O 2.6516 2.4738 0.6206 0.22
C 1.0200 3.9358 -0.4281 -0.34
F 0.9410 5.1863 0.1307 0.14
F 0.9123 4.0740 -1.7644 0.16
C -0.1546 3.1028 0.1222 -0.34
F -0.2485 1.9950 -0.6440 0.15
F 0.1193 2.7213 1.3807 0.17
C -1.5519 3.8225 0.1497 -0.34
F -1.6957 4.4343 1.3456 0.14
F -2.4718 2.8359 0.0687 0.14
C -1.8440 4.7908 -1.0217 -0.44
O -1.8293 4.3732 -2.1382 0.16
O -2.1803 6.0285 -0.6927 0.18
H 4.9323 4.0249 0.7139 0.18
H 3.2697 4.6147 -1.7822 0.18
H -1.7771 6.2932 0.1496 0.14
O -5.0484 5.5232 0.7486 0.01
C -5.4144 4.4374 0.3222 -0.60
N -5.2113 3.2836 0.9945 0.16
C -6.1301 4.2623 -0.9955 0.00
H -5.5117 2.3894 0.6604 0.06
H -4.7674 3.3326 1.8953 0.11
H -5.4948 4.6139 -1.8083 0.08
H -7.0475 4.8463 -0.9938 0.09
H -6.3911 3.2232 -1.1731 0.05
O 0.9491 -3.2602 0.7893 0.00
C 0.8340 -2.0739 0.5224 -0.58
N -0.3668 -1.4705 0.3919 0.17
C 2.0438 -1.1958 0.3073 0.00
H -0.4796 -0.5057 0.1405 0.06
H -1.1933 -2.0279 0.5197 0.11
H 2.6247 -1.6140 -0.5157 0.06
H 2.6503 -1.2071 1.2120 0.09
H 1.7755 -0.1650 0.0737 0.05
O 8.2565 -2.5059 -1.4700 0.00
C 8.2937 -1.2825 -1.4730 -0.59
N 7.1674 -0.5417 -1.3715 0.18
C 9.5883 -0.5199 -1.5822 0.01
H 7.1585 0.4625 -1.3749 0.07
H 6.2872 -1.0264 -1.3061 0.11
H 10.0821 -0.7979 -2.5119 0.09
H 10.2281 -0.8023 -0.7471 0.09
H 9.4391 0.5586 -1.5673 0.07
O -7.1229 1.3438 1.6534 -0.02
C -7.7537 0.6099 2.4093 -0.57
N -9.0964 0.6813 2.4900 0.18
C -7.0669 -0.4030 3.2874 0.01
H -9.6644 0.1043 3.0966 0.06
H -9.5461 1.3657 1.9041 0.11
H -6.3675 0.1193 3.9386 0.09
H -6.5049 -1.0891 2.6552 0.09
H -7.7719 -0.9676 3.8923 0.05
O -2.3682 -0.1586 -1.3954 0.02
C -3.1609 0.3658 -2.1606 -0.59
N -2.8857 1.5615 -2.7284 0.18
C -4.4860 -0.2651 -2.5161 0.00
H -3.5148 2.0427 -3.3431 0.10
H -2.0090 1.9998 -2.5011 0.08
H -5.0624 -0.4084 -1.6037 0.08
H -4.3005 -1.2377 -2.9682 0.08
H -5.0670 0.3429 -3.2083 0.07
O 12.5985 -5.5544 -1.9079 0.02
C 11.5272 -4.9847 -2.0158 -0.61
N 10.9901 -4.2494 -1.0131 0.17
C 10.7036 -5.0496 -3.2832 -0.01
H 10.1053 -3.7750 -1.0960 0.06
H 11.5035 -4.1777 -0.1511 0.11
H 10.4677 -6.0910 -3.4949 0.08
H 11.2955 -4.6529 -4.1063 0.08
H 9.7761 -4.4829 -3.2052 0.06
O -10.1144 -1.4220 4.2693 0.01
C -10.8317 -2.0742 5.0134 -0.57
N -12.1710 -1.8937 5.0469 0.17
C -10.2717 -3.1214 5.9411 0.00
H -12.7741 -2.4193 5.6509 0.10
H -12.5735 -1.2009 4.4388 0.11
H -9.5557 -2.6490 6.6110 0.09
H -9.7519 -3.8723 5.3492 0.09
H -11.0422 -3.6101 6.5347 0.07
O 3.2712 -3.2796 -2.1818 0.02
C 3.1793 -4.4915 -2.0945 -0.59
N 3.5356 -5.3003 -3.1306 0.15
C 2.6722 -5.1802 -0.8533 -0.01
H 3.4709 -6.2989 -3.0854 0.09
H 3.8764 -4.8673 -3.9714 0.10
H 1.6665 -4.8321 -0.6412 0.06
H 3.3088 -4.9029 -0.0164 0.09
H 2.6662 -6.2668 -0.9496 0.07
O 9.4833 -2.6358 2.2164 0.02
C 8.5276 -3.3883 2.2921 -0.60
N 7.4956 -3.3173 1.4174 0.17
C 8.4272 -4.4550 3.3583 -0.01
H 6.7060 -3.9335 1.4466 0.10
H 7.5566 -2.6346 0.6801 0.07
H 8.4606 -3.9777 4.3358 0.08
H 9.2816 -5.1230 3.2674 0.08
H 7.5117 -5.0403 3.2815 0.07
O -8.6001 2.6148 -2.2549 0.03
C -9.0568 1.5253 -1.9643 -0.59
N -8.6139 0.8195 -0.8889 0.17
C -10.1657 0.8804 -2.7653 -0.01
H -8.9910 -0.0749 -0.6391 0.09
H -7.9099 1.2303 -0.2921 0.06
H -9.8280 0.7522 -3.7919 0.08
H -11.0293 1.5426 -2.7639 0.08
H -10.4629 -0.0896 -2.3678 0.07
```

# 2
C32H47N5O3 | the ωB97M-V functional and the def2-TZVPD basis

Computed properties:
Kohn-Sham gap ... 9.23 eV
Net charge ... 0
Energy ... -47542.305 eV
E_LUMO ... 0.7264 eV
Maximum force ... 0.99 eV/A

XYZ file:
```
87
Properties=species:S:1:pos:R:3:lowdin_charge:R:1
C -4.7885 -3.6648 -0.0340 -0.04
C -3.4711 -3.0186 -0.3298 -0.24
C -2.8512 -2.2251 0.6261 -0.05
C -1.6447 -1.5994 0.3746 -0.01
C -1.0438 -1.7631 -0.8665 -0.19
C -1.6379 -2.5766 -1.8207 0.04
C -2.8470 -3.2054 -1.5682 -0.22
C -3.4777 -4.0671 -2.6168 -0.04
H -4.4541 -3.6737 -2.8979 0.09
H -2.8530 -4.1121 -3.5045 0.08
H -3.6244 -5.0798 -2.2430 0.08
H -1.1392 -2.7114 -2.7684 0.12
N 0.1843 -1.1396 -1.1642 -0.05
C 0.5136 0.1683 -1.0366 -0.10
C 1.8547 0.2678 -1.4105 -0.06
C 2.2141 -1.0537 -1.7580 -0.09
N 1.2043 -1.8776 -1.6149 0.11
H 3.1508 -1.4362 -2.1133 0.11
C 2.7236 1.4547 -1.3764 -0.44
O 2.3367 2.5682 -1.0505 0.04
N 4.0011 1.2215 -1.7679 0.08
H 4.3024 0.2625 -1.8208 0.11
C 5.0474 2.1835 -1.5307 -0.15
H 5.6197 2.3378 -2.4526 0.12
H 4.5561 3.1220 -1.2607 0.12
C 5.9900 1.7356 -0.4036 -0.26
H 6.6531 2.5692 -0.1649 0.14
C 5.1895 1.2901 0.8229 -0.14
N 4.9172 -0.1124 0.5533 -0.14
C 4.3297 -0.8318 1.6638 -0.32
C 4.0852 -2.3097 1.3380 -0.15
H 4.9784 -2.9205 1.4613 0.11
H 3.7321 -2.3938 0.3096 0.11
C 2.9659 -2.7000 2.2945 -0.19
H 2.4843 -3.6359 2.0158 0.11
H 3.3597 -2.7989 3.3079 0.11
C 2.0174 -1.5066 2.2063 -0.18
H 1.3739 -1.6294 1.3352 0.09
H 1.3833 -1.4168 3.0880 0.11
C 2.9312 -0.2848 2.0202 -0.12
H 2.9746 0.3208 2.9252 0.11
H 2.5683 0.3445 1.2097 0.08
H 4.9890 -0.7678 2.5541 0.15
C 6.1938 -0.6421 0.1002 -0.18
C 6.7856 0.4690 -0.7788 -0.12
H 7.8490 0.5946 -0.5811 0.11
H 6.6710 0.2387 -1.8381 0.11
H 6.0433 -1.5744 -0.4467 0.11
H 6.8635 -0.8507 0.9532 0.12
H 4.2637 1.8524 0.9368 0.12
H 5.7898 1.4149 1.7421 0.13
C -0.5014 1.1863 -0.6507 -0.23
H -1.4638 0.6714 -0.5473 0.13
C -0.1812 1.8737 0.6821 -0.11
C -1.4336 2.6377 1.1418 -0.12
N -2.2369 3.0190 -0.0020 -0.05
C -3.4991 2.5736 -0.2207 -0.52
O -4.0960 2.7590 -1.2582 0.08
O -4.0035 1.9497 0.8655 0.02
C -5.3419 1.4079 0.8347 -0.57
C -6.3667 2.5255 0.6445 -0.02
H -6.2290 2.9935 -0.3261 0.08
H -7.3717 2.1168 0.7035 0.09
H -6.2439 3.2797 1.4191 0.09
C -5.4676 0.3531 -0.2658 -0.01
H -5.3645 0.8191 -1.2416 0.08
H -4.6907 -0.4008 -0.1526 0.07
H -6.4404 -0.1268 -0.2020 0.09
C -5.5069 0.7598 2.2111 -0.02
H -5.3799 1.5058 2.9912 0.09
H -4.7567 -0.0145 2.3486 0.07
H -6.4951 0.3182 2.2987 0.09
C -1.4545 3.4532 -1.1410 -0.11
C -0.6613 2.2719 -1.7290 -0.09
H 0.3197 2.6204 -2.0456 0.10
H -1.1833 1.8506 -2.5893 0.12
H -0.7749 4.2345 -0.7947 0.13
H -2.1364 3.8721 -1.8808 0.12
H -1.1482 3.5428 1.6902 0.13
H -2.0466 2.0170 1.7948 0.12
H 0.6594 2.5484 0.5232 0.11
H 0.1063 1.1434 1.4405 0.11
H -1.1708 -1.0025 1.1385 0.11
H -3.3181 -2.0992 1.5926 0.11
H -4.7104 -4.7487 -0.1111 0.08
H -5.5429 -3.3360 -0.7480 0.08
H -5.1266 -3.4122 0.9676 0.08
```

# 3
C36H33BN7Ta | the ωB97M-V functional and the def2-TZVPD basis

Computed properties:
Kohn-Sham gap ... 6.67 eV
Net charge ... +2
Energy ... -50516.861 eV
E_LUMO ... -6.7959 eV
Maximum force ... 1.16 eV/A

XYZ file:
```
78
Properties=species:S:1:pos:R:3:lowdin_charge:R:1
Ta 0.0066 -0.2013 -0.1355 1.78
C 4.9945 -1.7550 1.5130 0.01
C 3.7448 -0.9493 1.6286 -0.22
C 3.3982 -0.0239 2.6148 0.07
C 2.1502 0.4550 2.2704 -0.20
N 1.7464 -0.1527 1.1373 -0.08
N 2.7420 -1.0248 0.7447 0.04
B 2.5799 -1.9074 -0.5428 -0.44
N 1.3249 -2.8231 -0.3662 0.05
N 0.0852 -2.2545 -0.1501 -0.07
C -0.8288 -3.2555 -0.0342 -0.19
C -0.1767 -4.4560 -0.1956 0.09
C 1.1743 -4.1503 -0.4038 -0.21
C 2.3167 -5.0832 -0.6197 0.02
C -2.2078 -2.8923 0.2951 -0.19
C -3.2788 -3.4312 -0.4073 -0.01
C -4.5687 -3.0057 -0.1221 -0.04
C -4.7905 -2.0505 0.8620 -0.05
C -3.7241 -1.5239 1.5807 -0.07
C -2.4366 -1.9502 1.2995 -0.08
N 2.3270 -0.9760 -1.7740 0.05
N 1.2683 -0.0925 -1.7727 -0.07
C 1.3409 0.6661 -2.8887 -0.20
C 2.4244 0.2490 -3.6321 0.09
C 3.0350 -0.7701 -2.8933 -0.21
C 4.2665 -1.5451 -3.2145 0.02
C 0.3552 1.7349 -3.0280 -0.18
C 0.0226 2.4788 -1.8962 -0.09
C -0.9653 3.4475 -1.9493 -0.06
C -1.6143 3.6866 -3.1529 -0.04
C -1.2637 2.9731 -4.2938 -0.04
C -0.2775 1.9993 -4.2366 0.00
C 1.2523 1.4342 2.9150 -0.16
C 1.5440 1.9344 4.1751 0.00
C 0.6911 2.8426 4.7930 -0.03
C -0.4642 3.2694 4.1596 -0.04
C -0.7731 2.7947 2.8912 -0.06
C 0.0884 1.8949 2.2952 -0.07
H 5.6489 -1.5300 2.3514 0.10
H 5.5287 -1.5275 0.5901 0.10
H 4.7806 -2.8240 1.5220 0.09
H 4.0051 0.2539 3.4608 0.13
H 3.5534 -2.5684 -0.7159 0.12
H -0.6073 -5.4416 -0.1274 0.14
H 1.9630 -6.1099 -0.5741 0.10
H 3.0833 -4.9453 0.1427 0.09
H 2.7763 -4.9218 -1.5954 0.10
H -3.1015 -4.1581 -1.1904 0.13
H -5.4032 -3.4174 -0.6742 0.12
H -5.7998 -1.7244 1.0786 0.12
H -3.9004 -0.8028 2.3685 0.12
H -1.6085 -1.6023 1.9165 0.11
H 2.7756 0.6675 -4.5607 0.14
H 4.6254 -1.2656 -4.2014 0.10
H 4.0713 -2.6170 -3.2086 0.09
H 5.0567 -1.3426 -2.4911 0.10
H 0.6128 2.3749 -0.9807 0.10
H -1.2074 4.0322 -1.0717 0.12
H -2.3830 4.4460 -3.2073 0.12
H -1.7658 3.1725 -5.2307 0.12
H -0.0253 1.4223 -5.1182 0.13
H 2.4398 1.6059 4.6881 0.12
H 0.9348 3.2180 5.7780 0.12
H -1.1212 3.9802 4.6424 0.12
H -1.6570 3.1421 2.3746 0.11
H -0.1979 1.6311 1.2647 0.04
N -1.6394 0.1733 -0.6956 -0.13
C -2.9611 0.6090 -0.9132 -0.36
C -3.5970 1.4398 -0.0013 -0.05
C -4.9043 1.8349 -0.2355 -0.06
C -5.5673 1.3958 -1.3753 -0.06
C -4.9227 0.5642 -2.2818 -0.06
C -3.6135 0.1675 -2.0554 -0.03
H -3.0720 1.7606 0.8903 0.10
H -5.4083 2.4818 0.4704 0.11
H -6.5888 1.7032 -1.5576 0.11
H -5.4395 0.2231 -3.1693 0.11
H -3.0975 -0.4806 -2.7523 0.12
```